Entry 1:
Entry from OMol25: a molecular structure, C37H55BN6P2RhS (ωB97M-V/def2-TZVPD).

```
103
Properties=species:S:1:pos:R:3
Rh 0.04566 0.40007 0.10559
C -2.87131 0.79896 4.27319
C -2.14987 -0.01650 3.19128
C -3.17500 -0.38243 2.11261
C -1.62447 -1.33163 3.77831
P -0.75697 0.91622 2.34973
C -1.39124 2.65592 2.16196
N -0.60927 3.22194 1.09136
B 0.00601 2.40921 0.10059
N 0.69997 3.27723 -0.78303
C 1.36441 2.80598 -1.97176
P 1.34530 0.94043 -1.85072
C 3.08314 0.49312 -1.34769
C 4.21603 1.25124 -2.04379
C 3.11212 0.84482 0.14217
C 3.29969 -1.01691 -1.50753
C 0.94191 0.34290 -3.57543
C 2.08582 0.54971 -4.56953
C 0.57866 -1.14427 -3.50467
C -0.28665 1.11845 -4.08472
C 0.59055 4.57754 -0.28650
C 1.12390 5.76762 -0.74335
C 0.85614 6.92427 -0.01725
C 0.06438 6.88871 1.12458
C -0.49184 5.69702 1.57965
C -0.22125 4.54154 0.87093
C 0.67615 1.16054 3.55794
C 1.56807 -0.08553 3.59458
C 1.53370 2.34729 3.09093
C 0.21875 1.48157 4.98294
H -3.78996 0.26938 4.53441
H -3.16535 1.79094 3.92990
H -2.29168 0.90721 5.18431
H -4.01840 -0.87614 2.59961
H -2.75311 -1.08155 1.39446
H -3.55690 0.48015 1.56624
H -2.47662 -1.93726 4.09383
H -0.99027 -1.18194 4.64989
H -1.06820 -1.91095 3.03622
H -1.28414 3.22088 3.09051
H -2.45525 2.61474 1.90930
H 2.38258 3.19174 -2.05576
H 0.82435 3.10231 -2.87278
H 4.26506 2.29439 -1.73089
H 4.15537 1.21720 -3.12879
H 5.16210 0.78807 -1.75307
H 2.93481 1.90734 0.31175
H 4.08262 0.58596 0.57293
H 2.35325 0.27498 0.70157
H 3.53597 -1.27984 -2.53839
H 2.43417 -1.60204 -1.19364
H 4.14601 -1.32310 -0.88827
H 2.94113 -0.09302 -4.36379
H 2.42189 1.58798 -4.59851
H 1.72085 0.30002 -5.56863
H 1.41442 -1.77193 -3.20048
H 0.25868 -1.47471 -4.49528
H -0.24430 -1.30967 -2.81067
H -0.00718 2.08761 -4.49776
H -1.04634 1.26730 -3.31865
H -0.74223 0.54411 -4.89383
H 1.73143 5.80190 -1.63860
H 1.26731 7.86687 -0.35138
H -0.13228 7.80444 1.66489
H -1.12267 5.68082 2.45935
H 2.10091 -0.21270 2.65409
H 1.02483 -1.00465 3.80862
H 2.32382 0.04702 4.37211
H 1.77670 2.30897 2.03148
H 2.46999 2.33086 3.65351
H 1.04911 3.30438 3.28522
H -0.21853 0.62285 5.48706
H -0.48897 2.30947 5.02168
H 1.09918 1.78079 5.55669
S -1.95845 0.72788 -0.84872
C -2.47437 -0.96655 -0.96928
N -3.71846 -1.16152 -1.23485
N -4.24217 -2.37157 -1.45193
C -3.70455 -3.48669 -2.12067
C -4.36338 -4.70174 -1.95484
C -3.93060 -5.82619 -2.63884
C -2.84236 -5.75148 -3.49605
C -2.20332 -4.53108 -3.67448
C -2.62554 -3.40119 -2.99510
N -1.62262 -2.03996 -0.68820
N -0.51041 -1.77262 -0.17545
C 0.27365 -2.93104 0.12381
C -0.02728 -4.18708 -0.39840
C 0.78682 -5.25564 -0.07081
C 1.88203 -5.08106 0.77071
C 2.17178 -3.82690 1.28896
C 1.36523 -2.74986 0.95900
H -5.24582 -2.35457 -1.38587
H -5.20704 -4.76685 -1.27837
H -4.44644 -6.76597 -2.49419
H -2.50466 -6.62853 -4.03016
H -1.36610 -4.45416 -4.35660
H -2.12833 -2.45756 -3.16558
H -0.87773 -4.31149 -1.05553
H 0.56799 -6.23396 -0.47678
H 2.50960 -5.92607 1.01999
H 3.01855 -3.68819 1.94778
H 1.56733 -1.76470 1.35760
```

The molar mass comes out at 791.62 g/mol. Its HOMO-LUMO gap is 6.09 eV. The value obtained for the max |F| is 0.53 eV/A. The value obtained for the LUMO energy is -3.53 eV. The value obtained for the HOMO energy is -9.6 eV. As for the net charge: +1.

Here are the Mulliken charges for atoms 1 to 2, given in e:
1 Rh -1.29
2 C -1.71

---

Entry 2:
Entry from OMol25: a molecular structure, C37H55ClN6O4 in a non-equilibrium geometry (ωB97M-V/def2-TZVPD).

```
103
Properties=species:S:1:pos:R:3
C 0.58464 0.40210 4.73273
N 1.09335 -0.33025 3.56266
C 2.01515 0.30767 2.71964
C 2.72414 -0.40142 1.82128
C 2.30450 -1.74351 1.48190
C 1.31643 -2.35182 2.27043
C 0.88264 -1.66061 3.43725
C 2.79783 -2.45263 0.27900
C 2.03109 -2.69489 -0.89563
C 2.63783 -3.19666 -2.01608
N 3.90969 -3.67765 -1.97444
C 4.68010 -3.45910 -0.87736
C 4.11858 -2.87608 0.24426
C 4.61194 -4.17125 -3.16636
H -0.47337 0.14037 4.74754
H 0.72796 1.46701 4.54960
H 1.13112 0.13061 5.63592
H 2.21939 1.35502 2.88616
H 3.52614 0.03977 1.24809
H 0.81286 -3.29338 2.10832
H 0.23634 -2.14758 4.15248
H 0.98826 -2.42391 -0.96963
H 2.10784 -3.37114 -2.94077
H 5.67715 -3.86820 -0.80712
H 4.76413 -2.69629 1.09122
H 4.28751 -5.13255 -3.56477
H 5.69393 -4.07439 -3.07681
H 4.38139 -3.43324 -3.93466
C -4.31302 -3.27477 -4.37031
N -3.99576 -2.74568 -3.07346
C -4.96325 -2.12183 -2.41241
C -4.58964 -1.52499 -1.17799
C -3.31337 -1.66984 -0.65532
C -2.36451 -2.36834 -1.40854
C -2.74042 -2.89321 -2.62885
C -2.81709 -1.19356 0.70296
C -2.01568 -1.95335 1.60474
C -1.76404 -1.34904 2.88841
N -2.34588 -0.31282 3.32589
C -3.12746 0.43943 2.47005
C -3.25550 0.07280 1.17385
C -2.15829 0.09021 4.73359
H -4.64914 -4.30418 -4.24605
H -3.46715 -3.14538 -5.04549
H -5.11758 -2.68685 -4.81203
H -5.92783 -2.01156 -2.88551
H -5.31001 -0.94480 -0.62045
H -1.32939 -2.48493 -1.12335
H -1.99810 -3.30548 -3.29623
H -1.54111 -2.88878 1.34753
H -1.12931 -1.81110 3.63004
H -3.61026 1.30940 2.89011
H -3.96766 0.59573 0.55275
H -2.24655 1.17553 4.78250
H -1.15949 -0.26527 4.98683
H -2.92634 -0.43127 5.30478
C 4.06110 2.01886 0.21724
C 3.15894 0.90934 -0.30071
C 2.11676 1.34806 -1.32089
C 1.01643 0.28111 -1.33994
N -0.19855 0.62822 -2.30872
C -0.78268 2.00367 -2.02638
C -2.22684 2.01959 -2.36476
C -2.63492 0.67845 -1.82871
C -1.44945 -0.27595 -1.93721
C 0.17965 0.49500 -3.83265
H 3.32683 2.68953 0.66351
H 4.53626 2.55717 -0.60285
H 4.75767 1.69765 0.99166
H 2.59401 0.67362 0.60118
H 3.82203 0.08340 -0.55805
H 2.62067 1.49842 -2.27565
H 1.66564 2.30060 -1.04293
H 0.53510 -0.00091 -0.40352
H 1.44659 -0.60402 -1.80856
H -0.22459 2.77953 -2.55048
H -0.55098 2.27413 -0.99621
H -2.26198 2.04017 -3.45400
H -2.82285 2.79955 -1.89089
H -3.48419 0.24652 -2.35811
H -2.99691 0.82489 -0.81106
H -1.39851 -1.09931 -2.64965
H -1.36604 -0.67965 -0.92816
H 1.14458 0.97639 -3.99168
H -0.55129 1.12744 -4.33648
H 0.04438 -0.49247 -4.27390
Cl -0.44070 1.30744 1.52095
O -0.43800 -0.09270 1.02791
O -0.69018 1.36075 2.93647
O 0.87862 1.73228 1.27387
O -1.32022 2.05490 0.73545
C -0.60368 4.88498 0.28563
C 0.88509 5.00566 0.75330
C 1.07557 4.62922 2.29234
C 0.34943 5.53937 3.19180
N -0.13297 6.36406 3.90288
H -1.07987 3.91972 0.45773
H -0.78522 5.13083 -0.76065
H -1.14345 5.58483 0.92356
H 1.35040 5.98590 0.64987
H 1.38897 4.23705 0.16725
H 2.14491 4.59340 2.50049
H 0.83983 3.58109 2.47662
```

The molar mass comes out at 683.34 g/mol. Its HOMO-LUMO gap is 6.48 eV. The value obtained for the max |F| is 6.61 eV/A. The value obtained for the LUMO energy is -11.70 eV. The value obtained for the HOMO energy is -18.2 eV. As for the net charge: +4.

Here are the Mulliken charges for atoms 1 to 2, given in e:
1 C -1.08
2 N 0.75

---

Entry 3:
Entry from OMol25: a molecular structure, C37H56Cl2NPZr in a non-equilibrium geometry (ωB97M-V/def2-TZVPD).

```
98
Properties=species:S:1:pos:R:3
P -0.59837 2.78134 -0.77738
C -2.03109 3.58330 -1.78557
C -2.12097 5.10711 -1.98988
C -3.43865 5.51993 -2.66416
C -3.74049 4.73866 -3.95263
C -3.51926 3.22458 -3.81636
C -2.17579 2.89759 -3.14960
C 0.91913 3.17643 -1.83462
C 0.97071 4.51960 -2.56194
C 2.33513 4.71070 -3.23044
C 2.70535 3.54667 -4.16369
C 2.48968 2.15983 -3.53695
C 1.13122 2.03638 -2.83884
C -0.40733 4.16985 0.46806
C -1.66933 4.32397 1.34371
C -1.53524 5.42819 2.40719
C -0.25859 5.30752 3.24791
C 0.99818 5.13338 2.38823
C 0.86099 4.02403 1.32918
H -2.88099 3.28563 -1.14038
H -1.29574 5.44508 -2.62623
H -2.02265 5.66110 -1.04845
H -3.41946 6.60231 -2.87150
H -4.25267 5.33499 -1.94917
H -4.78312 4.91836 -4.23852
H -3.11039 5.12203 -4.76678
H -4.31790 2.80091 -3.19259
H -3.56368 2.73231 -4.79842
H -2.05763 1.81147 -3.05075
H -1.37011 3.24104 -3.81483
H 1.74284 3.15684 -1.10038
H 3.09121 4.77733 -2.43543
H 0.78177 5.36732 -1.88727
H 0.19312 4.54398 -3.33833
H 2.34178 5.66289 -3.78115
H 3.75769 3.64414 -4.45123
H 2.11168 3.61937 -5.08471
H 2.57958 1.37003 -4.29573
H 3.27537 1.98290 -2.78754
H 1.04670 1.06346 -2.33595
H 0.32873 2.06512 -3.59092
H -0.28492 5.07569 -0.15423
H -2.55655 4.54171 0.73389
H -1.89085 3.37594 1.85566
H -1.53740 6.40532 1.90446
H -2.41546 5.40892 3.06497
H -0.35302 4.43939 3.91336
H -0.14909 6.19404 3.88492
H 1.86245 4.91523 3.03006
H 1.21417 6.08176 1.87743
H 1.75831 4.04193 0.69799
H 0.86807 3.04791 1.83554
Zr 0.28685 -2.54428 1.22575
Cl 2.53944 -1.83237 1.27890
Cl -1.05678 -0.75018 1.95371
C -0.30790 -3.44731 -0.64280
H -1.04922 -4.24994 -0.73256
C 1.19221 -2.14334 -4.40204
C 0.21773 -3.16128 -4.33101
C -0.23403 -3.63198 -3.10511
C 0.25566 -3.06341 -1.88311
C 1.30578 -2.07452 -1.98220
C 1.74302 -1.62137 -3.22225
H 1.51276 -1.76821 -5.36882
H -0.19592 -3.58767 -5.24848
H -0.98704 -4.41502 -3.03437
H 1.76775 -1.69480 -1.05915
H 2.52522 -0.85656 -3.27438
C -1.31807 -3.89061 5.32315
C 0.21733 -3.85939 5.33802
C 0.72286 -3.78474 6.78850
C 0.76682 -5.07253 4.60079
C 1.39687 -6.12055 5.25279
C 1.73780 -7.29315 4.56014
C 1.38418 -7.44083 3.21266
C 0.75631 -6.41268 2.52274
C 0.33740 -6.62709 1.06808
C 1.56964 -6.63208 0.16147
C -0.43556 -7.95275 0.90418
C 0.56761 -5.14005 3.17355
N 0.27393 -4.03535 2.49106
H -1.67709 -4.79901 5.82770
H -1.69357 -3.89170 4.29501
H -1.72108 -3.01885 5.84937
H 0.54623 -2.95810 4.78401
H 0.33584 -4.63991 7.36339
H 1.81947 -3.79876 6.82547
H 0.36526 -2.86084 7.26096
H 1.60515 -6.02270 6.32818
H 2.25663 -8.09358 5.08545
H 1.58759 -8.37922 2.68308
H -0.29805 -5.77920 0.78290
H 2.23701 -7.46290 0.43930
H 1.28659 -6.74996 -0.89341
H 2.12657 -5.69452 0.26805
H -1.32283 -7.97305 1.54448
H -0.75771 -8.10013 -0.13531
H 0.20425 -8.79909 1.18215
```

The molar mass comes out at 707.97 g/mol. Its HOMO-LUMO gap is 3.37 eV. The value obtained for the max |F| is 3.28 eV/A. The value obtained for the LUMO energy is 3.70 eV. The value obtained for the HOMO energy is 0.3 eV. As for the net charge: -2.

Here are the Mulliken charges for atoms 1 to 2, given in e:
1 P -0.02
2 C 0.08

---

Entry 4:
Entry from OMol25: 10 unconnected molecules or ions with the total composition C37H56F3INO10S4 in a non-equilibrium geometry (ωB97M-V/def2-TZVPD).

```
112
Properties=species:S:1:pos:R:3
C 13.56434 -39.41880 -1.38455
C 13.16340 -40.84675 -0.93275
O 13.77995 -41.36327 -0.02309
N 12.15047 -41.60421 -1.75637
H 11.21897 -41.21769 -1.46393
H 12.22113 -41.49374 -2.90181
C 12.09266 -43.12490 -1.62482
H 12.71653 -38.81700 -1.32981
H 14.00145 -39.26324 -2.24565
H 14.00896 -38.93687 -0.63909
H 13.07089 -43.65769 -1.81822
H 11.79548 -43.74066 -2.46452
H 11.89585 -43.40292 -0.50228
I 12.05792 -40.62347 -5.28446
O 10.05832 -40.47986 -0.98912
H 9.28447 -40.31376 -1.31938
F 7.17079 -44.82834 -0.70389
C 7.63704 -44.43402 -1.86302
C 7.22043 -45.27739 -2.99624
C 7.79218 -44.88834 -4.30151
C 8.70087 -43.87908 -4.46819
C 8.95752 -43.03505 -3.36531
C 8.42290 -43.31880 -2.08936
H 6.53510 -46.03211 -2.74423
H 7.18480 -45.40571 -5.06863
H 9.08504 -43.56072 -5.31540
H 9.79036 -42.30508 -3.42350
H 8.81314 -42.60911 -1.39733
F 13.53236 -32.94827 -0.02297
C 12.73225 -34.04826 -0.19173
C 12.00308 -34.14688 -1.34190
C 11.16611 -35.37470 -1.56634
C 11.25770 -36.41347 -0.64972
C 12.15744 -36.31041 0.44114
C 12.84604 -35.19458 0.67072
H 12.12702 -33.25433 -2.13969
H 10.59653 -35.32978 -2.43000
H 10.58505 -37.14508 -0.56342
H 12.11687 -37.19541 1.19892
H 13.35847 -34.98267 1.67286
F 19.51256 -39.54043 -5.80952
C 18.69910 -39.74088 -4.72528
C 19.19083 -39.73778 -3.45244
C 18.31605 -39.95331 -2.30915
C 16.92513 -40.12914 -2.54849
C 16.54974 -40.17095 -3.89584
C 17.32262 -39.95572 -5.00158
H 20.20954 -39.55001 -3.37167
H 18.54967 -39.78689 -1.17474
H 16.43361 -40.20758 -1.81846
H 15.46031 -40.42638 -4.16006
H 16.76617 -39.88265 -6.08229
C 12.11106 -47.51521 -3.13638
C 13.55663 -47.77438 -2.55926
C 13.63658 -47.18042 -1.27610
S 12.01865 -47.14653 -0.63380
O 11.49372 -45.82527 -0.22683
O 11.99208 -48.13814 0.37450
C 11.11040 -47.75353 -1.99706
H 11.95062 -47.96226 -4.17086
H 11.98977 -46.49320 -3.50761
H 14.23053 -47.33325 -3.22675
H 13.87277 -48.65461 -2.63419
H 13.66211 -46.15556 -1.32422
H 14.50605 -47.69505 -0.67755
H 10.08784 -47.36734 -1.99109
H 10.75631 -48.87754 -1.99277
C 11.46095 -44.69865 3.31139
C 12.11515 -45.84718 4.05894
C 13.22647 -46.27738 3.48754
S 13.84253 -44.89991 2.46648
O 13.80440 -45.12962 1.08345
O 15.01345 -44.33901 3.16658
C 12.55882 -43.72625 2.84725
H 10.69906 -44.34558 4.14781
H 10.87415 -45.21195 2.52190
H 11.50447 -46.66406 4.62377
H 12.74534 -45.51667 4.74517
H 13.13663 -47.07682 2.78300
H 14.09191 -46.61649 4.10280
H 12.13077 -43.27409 2.04253
H 12.79956 -42.99583 3.54246
C 16.37969 -40.94320 4.24990
C 17.72890 -40.56685 3.73281
C 17.51402 -39.26638 3.26668
S 16.07338 -39.42871 2.20379
O 16.41540 -39.95956 0.91005
O 15.28678 -38.18521 2.28338
C 15.34656 -40.59809 3.14621
H 16.36614 -40.22573 5.13921
H 16.39038 -42.01787 4.37411
H 17.77118 -41.14891 2.76439
H 18.62611 -40.68717 4.45981
H 18.42368 -38.79705 2.62328
H 17.35248 -38.54856 3.99152
H 14.98840 -41.40069 2.58974
H 14.28929 -40.13355 3.59751
C 17.08519 -43.91557 -6.02450
C 16.01244 -43.21743 -6.77425
C 14.76281 -43.90338 -6.69472
S 14.96449 -44.90416 -5.16465
O 15.23865 -46.21441 -5.62153
O 13.84190 -44.67462 -4.29333
C 16.47204 -44.28886 -4.64150
H 18.11023 -43.22066 -5.83131
H 17.20096 -44.73536 -6.59089
H 16.42815 -43.21839 -7.77576
H 15.88437 -42.40937 -6.36378
H 14.54033 -44.61837 -7.46225
H 14.02102 -43.15216 -6.68830
H 16.86697 -45.01490 -3.77127
H 16.29302 -43.28159 -4.15046
```

The molar mass comes out at 987.02 g/mol. Its HOMO-LUMO gap is 6.84 eV. The value obtained for the max |F| is 14.83 eV/A. The value obtained for the LUMO energy is 1.87 eV. Its energy relative to the best compared isomer or geometry (same formula, charge and spin) is 75.4 kJ/mol. The value obtained for the HOMO energy is -5.0 eV. As for the net charge: -1.

Here are the Mulliken charges for atoms 1 to 2, given in e:
1 C -1.92
2 C 0.61